DFT (ωB97M-V/def2-TZVPD) results for a molecular structure, C6H12O.

ORCA input file:
```
! RIJCOSX wB97M-V def2-TZVPD def2/J DEFGRID3
* xyz 0 1
C -1.226 2.057 -1.346
C 0.061 1.180 -1.177
C -0.312 -0.210 -0.428
C 0.355 -1.995 0.141
C 0.842 -1.615 1.546
C 0.692 -0.111 1.444
O -0.597 0.140 0.900
H -2.000 1.536 -1.922
H -1.663 2.346 -0.383
H -1.016 2.995 -1.891
H 0.468 0.998 -2.177
H 0.791 1.819 -0.646
H -1.151 -0.607 -0.969
H -0.632 -2.475 0.184
H 1.047 -2.727 -0.338
H 1.903 -1.844 1.727
H 0.261 -2.022 2.385
H 0.842 0.442 2.375
H 1.335 0.092 0.575
*
```

## Properties
Energy (Ha): -310.93449
Energy above the lowest of the compared OMol25 structures with the same formula, charge and spin (eV): 3.396
Orbital gap (eV): 10.72